The following is a DFT calculation (ωB97M-V with the def2-TZVPD basis set) of a molecular structure, C15H21Cl6CoO2P2 in a non-equilibrium geometry.

```
47
Properties=species:S:1:pos:R:3:forces:R:3:lowdin_charge:R:1
C -2.162 1.972 -1.087 -0.18 0.42 -0.39 -0.04
C -1.607 1.295 0.162 -2.87 1.84 2.01 -0.33
H -2.747 2.845 -0.784 0.07 -0.14 0.03 0.11
H -2.810 1.259 -1.607 0.11 -0.09 0.21 0.09
H -1.379 2.236 -1.798 -0.03 -0.18 0.28 0.04
O -2.142 1.513 1.238 1.91 -0.98 -2.47 0.18
Cl -0.338 -0.263 -2.371 -0.78 0.84 1.38 0.16
Co 0.000 0.000 0.000 1.23 -2.00 -3.61 -0.04
P -1.458 -1.854 0.168 -0.58 -0.28 0.09 0.84
C -1.944 -2.268 1.878 0.28 0.24 -0.11 -0.21
C -3.041 -1.648 -0.715 0.36 0.33 -0.09 -0.22
H -3.629 -2.570 -0.665 0.16 0.10 0.11 0.07
H -1.516 -4.148 -0.616 0.13 0.13 0.07 0.08
H -2.821 -1.408 -1.759 -0.10 -0.05 0.10 0.03
H -0.299 -3.147 -1.482 -0.20 -0.14 -0.03 0.04
H -2.388 -1.386 2.349 -0.03 -0.12 0.00 0.06
H -3.607 -0.828 -0.265 -0.03 -0.12 -0.03 0.06
C -0.741 -3.381 -0.511 0.21 0.36 -0.07 -0.20
H -2.667 -3.090 1.889 0.09 0.13 -0.10 0.08
H 0.056 -3.719 0.155 -0.20 -0.18 -0.01 0.05
H -1.054 -2.560 2.442 -0.23 0.00 -0.03 0.01
P 1.641 1.665 -0.409 0.08 0.70 -0.09 0.85
C 2.315 2.357 1.139 -0.23 -0.25 -0.15 -0.22
C 3.095 1.025 -1.295 -0.32 -0.23 0.14 -0.22
H 0.774 2.845 -2.347 0.07 0.01 0.05 0.05
H 1.964 3.837 -1.467 -0.05 -0.19 0.12 0.07
H 0.305 3.645 -0.833 0.15 0.04 -0.05 0.06
C 1.124 3.144 -1.356 -0.35 -0.39 0.06 -0.22
H 2.770 0.318 -2.061 0.14 0.36 -0.01 -0.02
H 3.653 1.851 -1.747 -0.08 -0.14 0.14 0.08
H 3.048 3.140 0.921 -0.07 -0.16 0.02 0.07
H 2.787 1.539 1.692 0.06 0.19 0.08 0.05
H 3.714 0.491 -0.569 0.10 0.09 -0.11 0.06
H 1.505 2.777 1.741 0.13 0.01 -0.02 0.06
C 0.264 0.105 1.832 0.89 0.37 6.73 -0.21
O 0.418 0.151 2.975 -1.04 0.97 -4.04 0.11
Cl 1.930 -1.731 -3.034 0.34 -0.11 1.42 0.65
C 2.240 -2.149 -1.339 0.97 -1.24 -0.69 -0.58
C 1.629 -1.607 -0.094 0.44 -0.85 -0.16 -0.10
C 2.093 -2.348 1.096 1.21 -1.55 0.23 -0.56
Cl 1.544 -2.201 2.756 0.12 -0.16 -1.15 0.81
C 3.043 -3.402 1.038 -0.75 0.46 2.82 -0.64
Cl 3.572 -4.292 2.495 -0.58 1.01 -1.47 0.71
C 3.584 -3.816 -0.157 2.35 -2.66 -0.05 -0.61
Cl 4.741 -5.164 -0.190 -1.57 1.88 0.05 0.79
C 3.191 -3.209 -1.329 -0.55 0.99 -2.78 -0.63
Cl 3.911 -3.867 -2.826 -0.76 0.76 1.57 0.71
```
Positions in Å, forces in eV/Å.

Values from the calculation:
DFT total energy (Ha): -5560.5094
HOMO (alpha / beta) (eV): -15.039 / -15.160
HOMO-LUMO gap (alpha / beta) (eV): 6.80 / 4.62
Net charge: +2
Multiplicity: 5
Energy relative to the best compared isomer or geometry (same formula, charge and spin) (kJ/mol): 339.0

The following is a DFT calculation (ωB97M-V with the def2-TZVPD basis set) of a molecular structure, C15H21IrN6O3SSe in a non-equilibrium geometry.

```
48
Properties=species:S:1:pos:R:3:forces:R:3:lowdin_charge:R:1
Ir -0.338 0.462 -0.591 -0.47 -0.80 0.47 1.40
N -1.580 1.911 -1.382 -0.13 0.24 0.09 -0.08
C -1.630 2.019 -2.872 0.00 0.11 -0.10 -0.18
C -2.263 0.793 -3.484 0.00 -0.08 0.13 -0.07
C -1.615 -0.473 -2.964 -0.30 0.21 0.04 -0.61
O -2.242 -1.520 -2.980 0.26 0.14 -0.41 -0.05
O -0.405 -0.339 -2.472 0.92 -0.41 0.02 -0.20
H -2.516 1.804 -0.992 -0.08 0.09 -0.14 0.13
H -1.237 2.801 -1.027 -0.17 0.06 0.06 0.10
H -0.601 2.127 -3.208 0.03 0.02 -0.01 0.12
H -2.182 2.917 -3.148 0.00 0.03 0.05 0.14
H -2.161 0.836 -4.569 0.01 -0.06 -0.01 0.15
H -3.332 0.727 -3.273 -0.02 0.06 -0.04 0.14
Se -2.290 -2.917 -0.898 -0.21 -0.30 0.30 1.42
N -1.017 -4.068 -0.807 0.33 0.20 0.01 -0.16
C 0.119 -3.406 -0.456 -0.13 -0.27 0.07 -0.33
C 1.442 -3.867 -0.377 0.27 0.09 0.00 0.08
C 2.421 -2.936 -0.064 -0.14 -0.27 -0.03 0.00
C 2.110 -1.584 0.133 -0.19 0.23 0.18 -0.07
N 0.854 -1.135 0.114 0.36 -0.36 -0.68 -0.03
C -0.086 -2.056 -0.159 -0.56 0.10 0.36 -0.51
N -1.333 -1.570 -0.256 -0.08 0.32 -0.16 -0.30
H 1.687 -4.901 -0.584 0.00 0.01 0.02 0.14
H 3.457 -3.237 -0.005 0.00 0.00 0.02 0.13
H 2.890 -0.861 0.334 0.01 0.01 -0.11 0.13
O -0.690 1.515 1.151 0.08 0.01 0.84 -0.70
S -0.828 1.178 2.676 0.15 0.18 -0.42 1.10
C -1.920 -0.240 2.862 -0.10 -0.04 0.02 -0.30
C -1.248 -1.100 3.927 0.06 0.03 -0.01 -0.20
C 0.231 -1.169 3.543 -0.04 0.06 0.00 -0.20
C 0.659 0.258 3.179 0.01 -0.12 -0.01 -0.28
H -1.947 -0.725 1.884 0.00 -0.04 0.02 0.06
H -2.913 0.114 3.131 0.02 0.03 -0.02 0.11
H -1.713 -2.084 3.973 -0.01 0.00 0.00 0.13
H -1.365 -0.640 4.911 -0.02 -0.02 0.00 0.13
H 0.364 -1.829 2.685 -0.01 -0.02 -0.01 0.10
H 0.839 -1.555 4.358 0.02 -0.01 -0.01 0.13
H 1.346 0.328 2.336 0.03 0.02 0.05 0.08
H 1.083 0.796 4.026 -0.03 0.03 -0.01 0.10
N 1.313 2.902 -0.199 -0.02 0.00 -0.07 0.03
C 2.429 3.528 -0.610 0.00 0.03 0.01 -0.03
C 3.065 2.696 -1.504 0.02 -0.03 0.00 -0.01
C 2.260 1.560 -1.588 0.05 -0.01 0.02 -0.09
N 1.208 1.688 -0.777 0.07 0.60 -0.65 -0.17
H 0.621 3.192 0.475 0.05 -0.06 0.12 0.14
H 2.689 4.506 -0.240 -0.01 -0.02 0.01 0.14
H 3.985 2.883 -2.028 -0.01 0.00 0.01 0.12
H 2.381 0.669 -2.183 -0.07 0.02 -0.03 0.13
```
Positions in Å, forces in eV/Å.

Values from the calculation:
DFT total energy (Ha): -4041.8522
HOMO (eV): -15.024
HOMO-LUMO gap (eV): 7.60
Net charge: +2
Multiplicity: 1
Energy relative to the best compared isomer or geometry (same formula, charge and spin) (kJ/mol): 106.4

The following is a DFT calculation (ωB97M-V with the def2-TZVPD basis set) of a single C15H21N3O2S molecule.

```
42
Properties=species:S:1:pos:R:3:forces:R:3:lowdin_charge:R:1
C 3.561 0.083 2.898 -0.28 0.21 0.07 -0.08
C 2.652 0.979 3.726 0.36 -0.39 0.22 -0.21
O 1.622 1.573 2.934 -0.20 0.15 -0.22 -0.01
C 0.586 0.779 2.622 -0.14 0.14 0.13 -0.55
O 0.459 -0.366 2.987 0.21 -0.36 0.19 0.09
N -0.363 1.440 1.899 -0.01 0.12 -0.01 -0.04
C -0.116 2.696 1.231 0.06 0.07 -0.03 -0.10
C 0.327 2.430 -0.230 0.18 0.45 -0.12 -0.15
N -0.076 1.096 -0.633 0.13 -0.42 -0.07 -0.11
C 0.868 0.118 -0.697 0.11 0.28 -0.06 -0.81
S 2.494 0.416 -0.548 0.70 -0.04 0.06 0.70
N 0.499 -1.175 -0.901 -0.03 -0.25 0.19 0.06
C -0.607 -1.732 -1.570 -0.46 -0.22 -0.30 -0.24
C -1.183 -2.873 -1.016 0.04 0.13 -0.02 -0.02
C -2.251 -3.492 -1.633 0.00 -0.05 -0.03 -0.08
C -2.750 -2.976 -2.817 -0.07 -0.02 -0.03 -0.09
C -2.161 -1.861 -3.383 -0.04 -0.04 0.09 -0.04
C -1.078 -1.224 -2.787 0.13 -0.05 0.10 -0.22
C -0.437 -0.049 -3.458 -0.01 0.01 -0.04 -0.03
C -1.434 0.822 -0.202 -0.29 -0.11 0.13 -0.11
C -1.455 0.677 1.333 -0.05 -0.20 0.10 -0.09
H 4.396 -0.251 3.506 0.12 -0.04 0.10 0.08
H 3.006 -0.783 2.548 0.02 -0.05 -0.05 0.07
H 3.938 0.625 2.034 0.07 0.02 -0.03 0.05
H 2.189 0.405 4.536 0.08 0.16 -0.07 0.12
H 3.202 1.828 4.137 -0.10 -0.10 -0.01 0.12
H -1.046 3.273 1.255 0.08 0.03 0.02 0.12
H 0.653 3.244 1.771 -0.13 0.04 -0.10 0.13
H 1.412 2.496 -0.322 -0.26 0.05 0.00 0.05
H -0.134 3.156 -0.908 0.00 -0.01 0.03 0.12
H 1.246 -1.825 -0.692 -0.03 0.24 -0.07 0.13
H -0.783 -3.260 -0.090 0.02 -0.01 0.13 0.12
H -2.692 -4.373 -1.192 -0.04 -0.08 0.04 0.10
H -3.588 -3.450 -3.307 -0.08 -0.05 -0.05 0.10
H -2.535 -1.477 -4.321 -0.02 0.05 -0.10 0.11
H -0.621 -0.085 -4.529 0.00 0.00 -0.06 0.08
H -0.842 0.888 -3.075 0.04 0.08 -0.02 0.08
H 0.637 -0.040 -3.287 0.07 0.07 -0.02 0.08
H -1.832 -0.075 -0.672 -0.09 0.20 0.06 0.11
H -2.044 1.674 -0.516 0.01 -0.09 -0.04 0.13
H -2.408 1.034 1.738 0.00 -0.07 -0.06 0.13
H -1.311 -0.363 1.633 -0.08 0.14 -0.08 0.12
```
Positions in Å, forces in eV/Å.

Values from the calculation:
DFT total energy (Ha): -1297.1536
HOMO (eV): -8.009
HOMO-LUMO gap (eV): 8.74
Multiplicity: 1
Energy relative to the best compared isomer or geometry (same formula, charge and spin) (kJ/mol): 92.5
SMILES: CCOC(=O)N1CCN(C(=S)Nc2ccccc2C)CC1